Record 1
C5H8O in the gas phase, computed with ωB97M-V with the def2-TZVPD basis set.

Energy relative to the best compared isomer or geometry (same formula, charge and spin)   96.00 kcal per mole
Gap between HOMO and LUMO   0.327 hartree
Lowest unoccupied orbital energy   0.932 eV
2S+1   1

Last column: Mulliken charge in e.
Atoms and positions in Å:
C 1.62 0.83 -0.16  -1.35
C 0.55 0.10 0.68  0.32
C -0.77 0.50 0.11  -0.55
C -1.83 -0.54 0.01  -0.51
O -1.00 -1.69 -0.13  -0.40
C 0.18 -1.01 -0.21  -0.31
H 1.87 1.83 0.18  0.31
H 2.53 0.23 -0.28  0.32
H 1.18 0.93 -1.16  0.43
H 0.79 0.02 1.75  0.37
H -1.00 1.55 -0.07  0.40
H -2.35 -0.36 -0.94  0.25
H -2.56 -0.73 0.80  0.31
H 0.97 -1.61 -0.67  0.40

Record 2
C5H8O in the gas phase, computed with ωB97M-V with the def2-TZVPD basis set.

Energy relative to the best compared isomer or geometry (same formula, charge and spin)   26.95 kcal per mole
Gap between HOMO and LUMO   0.375 hartree
Lowest unoccupied orbital energy   1.112 eV
2S+1   1

Last column: Mulliken charge in e.
Atoms and positions in Å:
C 1.80 -0.42 0.28  -1.23
C 0.65 0.28 -0.45  0.43
C -0.25 1.03 0.48  -0.57
C -1.48 0.54 0.45  -0.31
C -1.55 -0.60 -0.54  -0.43
O -0.23 -0.67 -1.09  -0.44
H 1.94 -1.36 -0.25  0.33
H 2.76 0.12 0.28  0.34
H 1.56 -0.64 1.33  0.32
H 1.06 1.00 -1.18  0.28
H 0.22 1.83 1.05  0.40
H -2.34 0.87 1.04  0.40
H -2.30 -0.42 -1.33  0.25
H -1.84 -1.55 -0.06  0.24

Record 3
A molecular structure, C5H8O in a non-equilibrium geometry, computed with ωB97M-V with the def2-TZVPD basis set.

Energy relative to the best compared isomer or geometry (same formula, charge and spin)   55.40 kcal per mole
Gap between HOMO and LUMO   0.392 hartree
Lowest unoccupied orbital energy   1.102 eV
2S+1   1

Last column: Mulliken charge in e.
Atoms and positions in Å:
C 1.07 0.33 -0.64  -0.51
C 0.27 1.00 0.49  -0.08
C -1.16 0.44 0.32  -0.56
C -0.74 -0.95 -0.20  -0.61
C 0.74 -0.89 0.21  -0.21
O 0.89 0.04 1.39  -0.49
H 0.55 0.28 -1.65  0.18
H 2.13 0.61 -0.61  0.28
H 0.36 2.06 0.74  0.44
H -1.70 0.42 1.28  0.31
H -1.75 0.98 -0.41  0.30
H -1.35 -1.81 0.10  0.36
H -0.58 -0.75 -1.32  0.16
H 1.30 -1.84 0.24  0.45

Record 4
C5H8O in the gas phase, computed with ωB97M-V with the def2-TZVPD basis set.

Energy relative to the best compared isomer or geometry (same formula, charge and spin)   60.85 kcal per mole
Gap between HOMO and LUMO   0.385 hartree
Lowest unoccupied orbital energy   0.944 eV
2S+1   1

Last column: Mulliken charge in e.
Atoms and positions in Å:
C -2.85 1.27 -0.25  -0.79
C -1.68 0.69 -0.25  -0.08
C -0.58 0.01 -0.05  0.01
C 0.64 -0.18 -0.90  -0.31
O 1.87 0.09 -0.25  -0.35
C 2.11 -0.72 0.86  -0.69
H -3.73 0.76 -0.63  0.24
H -2.97 2.26 0.16  0.24
H -0.67 -0.63 0.83  0.31
H 0.63 0.47 -1.78  0.31
H 0.64 -1.22 -1.24  0.29
H 1.96 -1.79 0.64  0.31
H 3.16 -0.58 1.15  0.24
H 1.47 -0.45 1.72  0.25

Record 5
C5H8O in the gas phase in a non-equilibrium geometry, computed with ωB97M-V with the def2-TZVPD basis set.

Energy relative to the best compared isomer or geometry (same formula, charge and spin)   61.46 kcal per mole
Gap between HOMO and LUMO   0.391 hartree
Lowest unoccupied orbital energy   0.973 eV
2S+1   1

Last column: Mulliken charge in e.
Atoms and positions in Å:
C 1.22 -0.25 -1.44  -1.49
C 0.56 -0.14 -0.06  0.19
C 0.18 1.24 0.51  -0.24
C -1.02 0.90 0.92  -0.75
C -0.95 -0.49 0.29  0.19
O -1.42 -1.52 1.10  -0.59
H 0.80 0.24 -2.30  0.40
H 1.28 -1.29 -1.64  0.36
H 2.14 0.23 -1.35  0.37
H 1.33 -0.71 0.51  0.23
H 0.87 2.18 0.71  0.28
H -1.95 1.42 1.26  0.36
H -1.56 -0.48 -0.60  0.33
H -1.49 -1.32 2.08  0.35

Record 6
C5H8O in the gas phase in a non-equilibrium geometry, computed with ωB97M-V with the def2-TZVPD basis set.

Energy relative to the best compared isomer or geometry (same formula, charge and spin)   24.95 kcal per mole
Gap between HOMO and LUMO   0.392 hartree
Lowest unoccupied orbital energy   1.041 eV
2S+1   1

Last column: Mulliken charge in e.
Atoms and positions in Å:
O -0.24 -1.45 -1.38  -0.58
C -0.23 -0.92 -0.02  0.14
C 1.12 -0.37 0.31  -0.68
C 1.07 0.95 0.48  -0.19
C -0.31 1.51 0.51  -0.39
C -1.21 0.32 0.27  -0.65
H 0.37 -0.88 -1.91  0.37
H -0.43 -1.83 0.62  0.29
H 2.06 -0.97 0.44  0.36
H 2.03 1.52 0.69  0.32
H -0.52 1.93 1.53  0.21
H -0.49 2.38 -0.18  0.27
H -1.89 0.34 -0.59  0.29
H -1.86 0.11 1.14  0.25

Record 7
A molecular structure, C5H8O, computed with ωB97M-V with the def2-TZVPD basis set.

Energy relative to the best compared isomer or geometry (same formula, charge and spin)   110.36 kcal per mole
Gap between HOMO and LUMO   0.328 hartree
Lowest unoccupied orbital energy   0.183 eV
2S+1   1

Last column: Mulliken charge in e.
Atoms and positions in Å:
C -0.96 -0.51 0.81  -0.53
C 0.51 -0.78 0.51  0.05
C 0.64 -0.33 -0.96  -0.77
C -0.18 0.99 -0.87  -0.42
C -0.63 0.97 0.57  -0.42
O 1.09 0.30 1.29  -0.50
H -1.66 -0.94 0.09  0.28
H -1.26 -0.73 1.83  0.26
H 0.97 -1.74 0.76  0.46
H 1.69 -0.14 -1.22  0.31
H 0.22 -1.06 -1.65  0.32
H 0.38 1.89 -1.13  0.29
H -1.08 0.96 -1.50  0.30
H 0.27 1.12 1.48  0.39

Record 8
C5H8O in the gas phase in a non-equilibrium geometry, computed with ωB97M-V with the def2-TZVPD basis set.

Energy relative to the best compared isomer or geometry (same formula, charge and spin)   61.92 kcal per mole
Gap between HOMO and LUMO   0.397 hartree
Lowest unoccupied orbital energy   1.067 eV
2S+1   1

Last column: Mulliken charge in e.
Atoms and positions in Å:
C -1.76 0.50 0.30  -1.29
C -0.46 -0.08 -0.11  0.92
C 0.57 -0.70 0.80  -0.70
C 1.67 -0.17 -0.27  -0.56
C 0.52 0.43 -1.07  -0.37
O -0.32 -0.71 -1.37  -0.50
H -1.60 1.28 1.05  0.30
H -2.38 -0.29 0.72  0.31
H -2.24 0.92 -0.59  0.35
H 0.59 -0.18 1.78  0.28
H 0.52 -1.77 0.99  0.27
H 2.13 0.33 0.55  0.28
H 2.30 -0.84 -0.87  0.30
H 0.39 1.24 -1.78  0.42

Record 9
A molecular structure, C5H8O in a non-equilibrium geometry, computed with ωB97M-V with the def2-TZVPD basis set.

Energy relative to the best compared isomer or geometry (same formula, charge and spin)   85.08 kcal per mole
Gap between HOMO and LUMO   0.385 hartree
Lowest unoccupied orbital energy   1.166 eV
2S+1   1

Last column: Mulliken charge in e.
Atoms and positions in Å:
C 0.51 -1.01 -0.55  -0.84
C -1.38 -0.54 -0.29  -0.89
C -1.09 0.69 0.48  0.17
O -0.34 0.50 1.64  -0.44
C 0.46 1.09 0.65  -0.20
C 1.26 0.25 -0.27  -0.40
H 0.93 -1.52 -1.44  0.36
H 0.54 -1.65 0.33  0.30
H -2.15 -0.40 -1.07  0.32
H -1.59 -1.45 0.29  0.27
H -1.69 1.59 0.38  0.40
H 0.81 2.11 0.90  0.44
H 1.67 0.84 -1.10  0.31
H 2.05 -0.49 0.04  0.20

Record 10
2 unconnected molecules or ions with the total composition C5H8O in a non-equilibrium geometry, computed with ωB97M-V with the def2-TZVPD basis set.

Energy relative to the best compared isomer or geometry (same formula, charge and spin)   96.73 kcal per mole
Gap between HOMO and LUMO   0.352 hartree
Lowest unoccupied orbital energy   0.615 eV
2S+1   1

Last column: Mulliken charge in e.
Atoms and positions in Å:
C -1.36 -0.93 0.13  -0.92
C -0.24 -0.13 -0.38  0.68
C 0.28 1.07 -0.92  -1.42
C 1.08 -0.13 -0.56  0.81
C 2.28 -1.04 -0.56  -0.92
H -2.22 -0.74 -0.60  0.27
H -1.57 -0.54 1.08  0.29
H -1.10 -2.00 0.16  0.28
H 2.56 -0.92 0.46  0.30
H 3.05 -0.75 -1.29  0.28
H 1.94 -2.02 -0.68  0.33
O -1.56 3.08 1.18  -0.65
H -0.86 2.51 0.68  0.35
H -2.28 2.53 1.32  0.30

Record 11
A molecular structure, C5H8O in a non-equilibrium geometry, computed with ωB97M-V with the def2-TZVPD basis set.

Energy relative to the best compared isomer or geometry (same formula, charge and spin)   74.07 kcal per mole
Gap between HOMO and LUMO   0.339 hartree
Lowest unoccupied orbital energy   1.034 eV
2S+1   1

Last column: Mulliken charge in e.
Atoms and positions in Å:
C 1.31 -0.50 -0.96  -0.42
C 0.45 0.39 -0.43  0.23
C 0.24 -0.64 0.67  0.51
C 0.08 1.76 -0.83  -1.42
C -1.24 -1.11 0.91  -1.34
O 1.14 -1.50 -0.07  -0.45
H 1.89 -0.59 -1.79  0.48
H 0.60 -0.41 1.74  0.19
H -0.91 1.90 -0.96  0.36
H 0.81 2.14 -1.41  0.38
H 0.27 2.26 0.09  0.37
H -1.79 -1.22 -0.04  0.32
H -1.74 -0.54 1.65  0.38
H -1.11 -1.94 1.44  0.41

Record 12
C5H8O in the gas phase in a non-equilibrium geometry, computed with ωB97M-V with the def2-TZVPD basis set.

Energy relative to the best compared isomer or geometry (same formula, charge and spin)   120.34 kcal per mole
Gap between HOMO and LUMO   0.321 hartree
Lowest unoccupied orbital energy   0.465 eV
2S+1   1

Last column: Mulliken charge in e.
Atoms and positions in Å:
C 1.11 0.69 0.01  -0.33
C 0.87 -0.83 0.20  -0.86
C -0.45 -0.71 -0.59  0.22
O -1.69 -0.99 0.07  -0.22
C -1.93 -0.06 0.99  -0.48
C -0.32 0.84 -0.58  -0.69
H 1.33 1.26 0.91  0.28
H 1.89 0.90 -0.73  0.27
H 0.73 -1.13 1.24  0.29
H 1.61 -1.49 -0.25  0.29
H -0.47 -1.24 -1.55  0.40
H -1.03 0.10 1.64  0.19
H -1.18 1.22 0.10  0.28
H -0.47 1.45 -1.47  0.36

Record 13
C5H8O in the gas phase, computed with ωB97M-V with the def2-TZVPD basis set.

Energy relative to the best compared isomer or geometry (same formula, charge and spin)   48.98 kcal per mole
Gap between HOMO and LUMO   0.410 hartree
Lowest unoccupied orbital energy   0.994 eV
2S+1   1

Last column: Mulliken charge in e.
Atoms and positions in Å:
C -1.84 -1.40 1.40  0.12
C -1.21 -0.58 0.79  -0.74
C -0.58 0.50 -0.01  0.20
O -1.54 1.06 -0.89  -0.52
C 0.59 0.03 -0.87  -0.47
C 1.87 -0.23 -0.09  -1.11
H -2.41 -2.13 1.94  0.43
H -0.21 1.27 0.69  0.19
H -2.39 1.07 -0.44  0.33
H 0.28 -0.87 -1.41  0.31
H 0.76 0.81 -1.62  0.30
H 2.20 0.67 0.44  0.31
H 2.68 -0.53 -0.77  0.33
H 1.75 -1.03 0.65  0.31

Record 14
C5H8O in the gas phase in a non-equilibrium geometry, computed with ωB97M-V with the def2-TZVPD basis set.

Energy relative to the best compared isomer or geometry (same formula, charge and spin)   71.79 kcal per mole
Gap between HOMO and LUMO   0.394 hartree
Lowest unoccupied orbital energy   0.867 eV
2S+1   1

Last column: Mulliken charge in e.
Atoms and positions in Å:
C -0.11 -1.38 -2.82  0.15
C 0.02 -0.80 -1.80  -0.74
C 0.53 0.16 -0.82  -0.49
C -0.25 -0.02 0.64  0.26
C 0.03 1.25 1.53  -1.25
O 0.02 -1.30 1.08  -0.54
H -0.49 -2.05 -3.64  0.37
H 0.27 1.24 -1.11  0.27
H 1.58 0.10 -0.66  0.33
H -1.34 -0.03 0.55  0.30
H 0.84 0.96 2.24  0.28
H -0.86 1.36 2.11  0.34
H 0.29 2.06 0.90  0.38
H -0.53 -1.53 1.80  0.32

Record 15
C5H8O in the gas phase, computed with ωB97M-V with the def2-TZVPD basis set.

Energy relative to the best compared isomer or geometry (same formula, charge and spin)   50.71 kcal per mole
Gap between HOMO and LUMO   0.381 hartree
Lowest unoccupied orbital energy   0.901 eV
2S+1   1

Last column: Mulliken charge in e.
Atoms and positions in Å:
C -2.12 1.12 -0.34  -0.92
C -1.39 0.00 -1.04  -0.16
C -0.26 -0.44 -0.55  0.11
C 0.66 -0.97 0.21  -0.43
C 2.14 -0.71 0.31  -0.42
O 2.42 0.01 1.51  -0.53
H -2.34 1.96 -1.01  0.29
H -3.06 0.76 0.10  0.27
H -1.49 1.48 0.48  0.29
H -1.89 -0.56 -1.84  0.31
H 0.21 -1.67 0.92  0.29
H 2.49 -0.17 -0.58  0.29
H 2.71 -1.65 0.40  0.28
H 1.91 0.83 1.44  0.33

Record 16
A molecular structure, C5H8O, computed with ωB97M-V with the def2-TZVPD basis set.

Energy relative to the best compared isomer or geometry (same formula, charge and spin)   35.73 kcal per mole
Gap between HOMO and LUMO   0.398 hartree
Lowest unoccupied orbital energy   1.137 eV
2S+1   1

Last column: Mulliken charge in e.
Atoms and positions in Å:
C -0.68 1.20 -0.10  -0.63
C -0.93 -0.24 -0.57  -0.07
C 0.48 -0.79 -0.86  -0.68
C 1.11 -0.42 0.50  -0.63
C -0.09 0.38 1.06  -0.12
O -1.14 -0.60 0.83  -0.48
H -0.07 1.89 -0.69  0.26
H -1.64 1.66 0.16  0.27
H -1.76 -0.53 -1.22  0.45
H 0.47 -1.86 -1.07  0.30
H 0.95 -0.26 -1.70  0.27
H 1.24 -1.31 1.13  0.28
H 2.07 0.10 0.43  0.34
H -0.01 0.72 2.10  0.45

Record 17
C5H8O in the gas phase, computed with ωB97M-V with the def2-TZVPD basis set.

Energy relative to the best compared isomer or geometry (same formula, charge and spin)   41.28 kcal per mole
Gap between HOMO and LUMO   0.355 hartree
Lowest unoccupied orbital energy   1.034 eV
2S+1   1

Last column: Mulliken charge in e.
Atoms and positions in Å:
C 1.72 -0.64 0.54  -0.65
C 1.25 -0.60 -0.70  -0.07
C -0.24 -0.79 -0.99  -0.73
C -0.88 0.48 -0.49  -0.30
C -1.44 0.56 0.72  -0.02
O -1.68 1.71 1.41  -0.50
H 1.08 -0.91 1.39  0.22
H 2.75 -0.37 0.77  0.27
H 1.87 -0.25 -1.53  0.30
H -0.63 -1.66 -0.45  0.32
H -0.42 -0.96 -2.06  0.31
H -0.63 1.40 -1.02  0.25
H -1.72 -0.32 1.30  0.32
H -1.04 2.36 1.09  0.30

Record 18
C5H8O in the gas phase, computed with ωB97M-V with the def2-TZVPD basis set.

Energy relative to the best compared isomer or geometry (same formula, charge and spin)   76.22 kcal per mole
Gap between HOMO and LUMO   0.389 hartree
Lowest unoccupied orbital energy   1.053 eV
2S+1   1

Last column: Mulliken charge in e.
Atoms and positions in Å:
C 1.62 -1.21 0.77  0.10
C 1.18 -0.28 0.14  -0.74
C 0.29 0.81 -0.24  0.40
C -0.21 1.15 1.22  -1.19
O -0.66 0.50 -1.24  -0.38
C -0.92 -0.87 -1.52  -0.71
H 1.79 -1.86 1.59  0.38
H 0.78 1.71 -0.62  0.27
H 0.53 1.83 1.66  0.35
H -1.18 1.62 1.18  0.34
H -0.25 0.28 1.89  0.31
H -0.03 -1.39 -1.91  0.32
H -1.69 -0.88 -2.29  0.25
H -1.28 -1.40 -0.64  0.31

Record 19
2 unconnected molecules or ions with the total composition C5H8O, computed with ωB97M-V with the def2-TZVPD basis set.

Energy relative to the best compared isomer or geometry (same formula, charge and spin)   85.99 kcal per mole
Gap between HOMO and LUMO   0.334 hartree
Lowest unoccupied orbital energy   0.966 eV
2S+1   1

Last column: Mulliken charge in e.
Atoms and positions in Å:
C -2.31 0.49 -0.40  -0.98
C -1.14 0.30 -1.33  -0.72
C 0.10 0.10 -0.94  0.55
C 1.31 -0.08 -0.57  0.32
C 2.57 -0.26 -0.23  -0.44
O 3.05 -0.33 1.04  -0.47
H -2.74 1.49 -0.52  0.28
H -3.10 -0.23 -0.63  0.30
H -2.01 0.36 0.64  0.25
H -1.34 0.33 -2.40  0.34
H 3.36 -0.39 -0.96  0.33
H 2.32 -0.21 1.66  0.28
H -0.11 -0.83 2.69  0.26
H 0.03 -0.75 1.96  -0.29

Record 20
A molecular structure, C5H8O in a non-equilibrium geometry, computed with ωB97M-V with the def2-TZVPD basis set.

Energy relative to the best compared isomer or geometry (same formula, charge and spin)   107.89 kcal per mole
Gap between HOMO and LUMO   0.370 hartree
Lowest unoccupied orbital energy   1.028 eV
2S+1   1

Last column: Mulliken charge in e.
Atoms and positions in Å:
C 0.22 0.09 -1.58  -0.97
C -0.02 0.18 -0.12  0.53
C -0.92 1.04 0.72  -0.59
C 0.31 0.52 1.37  -0.16
O 0.04 -0.81 1.81  -0.41
C 0.19 -1.20 0.39  -0.42
H 1.27 -0.07 -1.86  0.27
H -0.23 0.89 -2.19  0.31
H -0.24 -1.05 -1.67  0.13
H -0.86 2.09 0.43  0.27
H -1.88 0.70 1.10  0.21
H 1.20 1.01 1.73  0.36
H -0.36 -1.90 -0.45  0.21
H 1.26 -1.48 0.32  0.25